Here is 12 unconnected molecules or ions with the total composition C48H85Cl10N7O from OMol25. Energies are from ωB97M-V with the def2-TZVPD basis set.

XYZ file:
```
151
Properties=species:S:1:pos:R:3:forces:R:3
C 35.97313 18.93378 -25.10375 0.0 0.3 -1.1
N 34.71359 18.87602 -24.34641 0.1 -0.3 0.5
C 33.54003 19.05242 -24.97483 -0.3 0.1 -0.1
C 32.34966 19.00662 -24.28302 0.2 -0.4 0.5
C 32.37835 18.66045 -22.92626 0.2 -0.2 0.0
C 33.60757 18.43246 -22.29129 -0.9 -0.2 -1.0
C 34.75641 18.53919 -23.04963 -0.2 0.3 1.1
C 31.13214 18.44230 -22.15726 -1.2 0.6 0.6
C 31.01323 18.89408 -20.85007 0.8 0.2 0.2
C 29.86886 18.69545 -20.08917 0.6 -0.7 0.2
N 28.81785 18.09221 -20.64609 0.6 -0.5 -0.1
C 28.87776 17.65663 -21.92749 -0.5 0.1 -0.2
C 29.98725 17.83607 -22.70683 0.8 0.5 -0.2
C 27.63762 17.79091 -19.81757 0.0 -0.2 -0.2
H 36.11280 17.97450 -25.59951 0.3 -0.1 0.2
H 36.81962 19.24529 -24.50125 -0.1 -0.3 0.3
H 35.87254 19.68143 -25.88982 -0.1 0.0 0.1
H 33.59624 19.18804 -26.04573 0.0 0.3 0.0
H 31.39784 19.18487 -24.76078 0.1 0.0 -0.3
H 33.55956 18.05285 -21.28186 0.6 0.2 0.1
H 35.71208 18.40165 -22.56359 0.2 -0.1 -0.4
H 31.85632 19.38513 -20.38070 -0.1 0.1 0.2
H 29.85248 18.80315 -19.00762 -0.1 0.9 -0.1
H 27.98998 17.15672 -22.28684 0.0 0.1 -0.1
H 30.04166 17.58810 -23.75824 -0.5 -0.5 0.1
H 27.93267 17.66438 -18.77850 0.1 0.3 -0.1
H 27.24938 16.83206 -20.14753 -0.3 0.1 -0.2
H 26.93159 18.60773 -19.94336 -0.2 -0.2 0.2
C 28.71852 20.10067 -12.33579 0.6 0.6 1.1
C 28.96515 19.19823 -13.50959 -0.6 -0.2 -0.4
C 27.83313 19.33680 -14.54916 0.6 -0.5 -0.7
C 28.11419 20.60852 -15.35263 -0.4 0.2 0.8
N 27.04832 21.05936 -16.30077 -1.4 0.2 -0.3
C 27.52871 22.20148 -17.18944 -0.6 -0.1 -1.2
C 26.48531 23.31011 -17.09513 0.8 0.2 0.3
C 25.20853 22.63378 -16.56971 1.7 1.1 0.2
C 25.85194 21.65753 -15.59428 -0.9 -0.4 -0.1
C 26.58830 19.90326 -17.15651 1.1 0.3 0.1
H 27.97787 19.75752 -11.61089 0.0 -0.4 -0.2
H 28.39432 21.11589 -12.57299 0.1 -0.1 -0.4
H 29.65378 20.24422 -11.79346 -0.1 0.0 0.1
H 29.08081 18.15736 -13.20059 -0.3 0.0 0.2
H 29.93221 19.39913 -13.98122 -0.1 0.3 -0.1
H 26.84358 19.24213 -14.09971 0.0 0.4 0.2
H 27.91108 18.47113 -15.21669 -0.1 0.0 -0.2
H 28.97806 20.48531 -16.01008 -1.7 0.8 1.1
H 28.34113 21.43287 -14.67467 -0.4 0.0 -0.1
H 27.54799 21.82912 -18.21058 0.3 -0.1 0.1
H 28.51907 22.52794 -16.88539 -0.9 -0.8 -0.8
H 26.46610 23.85766 -18.03749 -0.5 -0.2 -0.1
H 26.87889 24.05025 -16.39254 -0.4 0.0 0.3
H 24.67611 22.19398 -17.40869 -0.4 -0.2 0.3
H 24.64623 23.36374 -15.99233 -0.6 -0.2 -0.3
H 25.10517 20.91713 -15.30569 0.5 -0.4 0.2
H 26.23368 22.13891 -14.69524 -0.1 0.2 -0.1
H 27.50913 19.37138 -17.40128 -0.1 -0.2 0.3
H 26.22216 20.23091 -18.12649 -0.5 0.4 0.3
H 25.86325 19.32876 -16.59303 0.0 -0.2 -0.1
C 30.31009 19.88150 -16.74894 1.8 -0.6 -1.8
O 29.60642 20.69815 -17.61192 0.7 -1.0 -0.5
H 31.10254 19.28983 -17.26575 -0.2 -0.5 -0.1
H 30.96255 20.45182 -16.06107 -0.3 -0.7 0.4
H 29.64908 19.22315 -16.15877 1.0 -0.8 -0.2
Cl 24.89506 25.01828 -23.36499 0.2 -0.4 0.3
C 24.61838 23.62867 -22.28118 -0.8 0.0 0.9
C 25.66081 23.49133 -21.15072 -0.9 -1.0 -0.7
Cl 25.20926 21.98345 -20.21183 0.0 0.2 -0.2
H 24.36664 22.73992 -22.85512 0.9 -0.1 -0.2
H 23.67821 23.79161 -21.75040 0.0 0.4 -0.1
H 25.50877 24.30494 -20.45249 0.5 0.2 0.0
H 26.67354 23.27811 -21.46733 0.1 0.5 -0.1
Cl 22.94083 15.22956 -16.40327 0.1 0.0 -0.3
C 24.61046 15.60137 -16.95622 -0.8 0.3 0.7
C 24.68943 16.02958 -18.40042 0.4 0.0 0.2
Cl 24.23396 17.74528 -18.58049 -0.3 0.1 -0.1
H 25.18814 14.71713 -16.70456 0.2 0.0 -0.4
H 24.87917 16.43604 -16.31141 0.5 -0.1 -0.1
H 24.08419 15.42075 -19.06586 0.0 0.0 0.0
H 25.73281 16.03479 -18.70707 0.0 -0.5 0.0
Cl 30.48721 13.77729 -11.60985 -0.1 0.1 -0.2
C 30.81424 14.10480 -13.32293 0.3 -0.3 -0.5
C 30.54694 15.52823 -13.77284 -0.5 -0.7 -0.2
Cl 31.68912 16.67610 -13.09017 0.1 0.1 0.0
H 30.26181 13.42448 -13.97478 -0.5 0.0 0.4
H 31.84447 13.81367 -13.52787 0.2 0.4 0.3
H 29.53914 15.86764 -13.54193 0.0 -0.1 0.3
H 30.59620 15.51632 -14.86377 0.4 0.3 0.0
Cl 33.41297 22.71236 -16.63315 -0.3 0.5 -0.1
C 32.00147 23.70347 -16.10068 -0.2 0.3 0.8
C 30.88666 22.75013 -15.68393 0.5 0.0 -0.3
Cl 29.31773 23.60138 -15.52141 1.5 1.5 1.3
H 31.74661 24.43459 -16.86350 -0.2 -0.5 -0.4
H 32.28366 24.31860 -15.24622 0.4 -0.2 0.0
H 31.10390 22.30289 -14.71623 0.0 0.2 0.1
H 30.80009 21.94857 -16.41797 -0.5 0.9 -0.1
Cl 25.15715 20.78655 -11.56384 0.0 0.2 0.3
C 25.86057 21.98026 -10.39535 -0.1 -0.2 -0.2
C 25.85117 23.35887 -10.99556 -0.6 0.4 0.2
Cl 26.85877 23.46915 -12.45273 0.3 0.3 -0.1
H 26.84988 21.60371 -10.14370 0.1 0.2 -0.1
H 25.25444 21.98619 -9.49110 -0.1 -0.2 -0.1
H 26.12856 24.11839 -10.26366 0.6 -0.2 0.0
H 24.85621 23.69354 -11.28915 -0.1 -0.5 -0.1
C 33.25532 20.51598 -13.83653 0.0 -0.9 -0.6
C 33.67058 19.05421 -14.01031 1.0 0.3 -0.1
C 34.98981 18.91695 -14.77890 0.8 -0.4 1.1
C 36.13567 19.24633 -13.90722 -0.1 0.7 -0.2
N 37.01416 19.54698 -13.23119 -0.1 -0.1 0.0
H 34.04929 21.13040 -13.41088 -0.1 -0.2 0.5
H 32.35190 20.48031 -13.22884 0.0 0.7 0.0
H 33.10083 20.93746 -14.83201 -0.5 0.0 0.2
H 32.95658 18.45168 -14.56670 -0.4 0.3 0.2
H 33.84765 18.59608 -13.03491 -0.3 -0.1 0.0
H 35.02784 19.56234 -15.65530 0.0 -0.3 -0.2
H 35.18238 17.85999 -14.98239 -0.3 0.1 -0.7
C 31.51302 17.45843 -8.51456 -0.7 -1.5 -0.4
C 31.13949 18.17359 -9.81744 1.0 1.2 0.4
C 31.28644 19.70767 -9.66394 -1.2 0.6 0.3
C 30.04288 20.32492 -9.20717 -0.5 0.0 0.6
N 29.07348 20.81461 -8.82955 0.0 0.0 -0.1
H 30.69687 17.14856 -7.85640 -0.3 0.9 0.0
H 32.27140 17.96940 -7.92875 0.2 -0.1 -0.1
H 31.81506 16.44653 -8.80551 0.8 0.2 0.1
H 30.14261 17.94862 -10.19009 0.1 -0.2 0.0
H 31.89026 17.94403 -10.57318 -0.2 -0.4 -0.1
H 31.45179 20.29249 -10.57493 0.6 -0.5 -0.2
H 32.00409 19.98672 -8.89012 0.4 -0.2 -0.3
C 26.31089 16.00412 -13.05640 -1.1 -0.2 -0.6
C 25.65330 14.67966 -13.52448 1.5 0.0 0.5
C 24.34677 14.33859 -12.82248 0.2 0.3 0.7
C 24.51558 14.30471 -11.35538 0.0 0.1 -0.5
N 24.61248 14.27109 -10.21525 0.1 0.0 0.3
H 26.65558 15.95234 -12.02632 0.1 0.0 0.0
H 25.55715 16.79263 -13.14488 0.1 0.2 0.2
H 27.11029 16.29060 -13.73979 0.2 -0.1 0.2
H 26.38252 13.89469 -13.30344 -0.1 -0.2 -0.1
H 25.57371 14.68914 -14.60864 -0.5 0.0 0.0
H 23.97566 13.34672 -13.07670 -0.2 0.2 -0.4
H 23.61875 15.12881 -13.01376 -0.3 -0.3 -0.2
C 28.90158 24.25955 -9.44057 -0.7 -1.2 -0.4
C 30.28130 24.44360 -8.86629 1.1 1.2 0.0
C 31.46745 24.29067 -9.85123 0.8 -0.8 -0.2
C 31.25247 23.31677 -10.94725 -0.2 0.8 0.2
N 31.03753 22.57789 -11.80080 0.1 -0.1 0.0
H 28.77387 24.46932 -10.50465 0.4 0.3 0.0
H 28.08421 24.77455 -8.93584 0.4 0.2 0.3
H 28.68780 23.19134 -9.33902 -0.3 0.0 -0.2
H 30.46522 23.78523 -8.01948 -0.2 -0.1 0.0
H 30.43911 25.46640 -8.51499 -0.3 -0.1 0.3
H 32.39085 23.94557 -9.37086 -0.3 -0.4 0.5
H 31.87643 25.23759 -10.20869 -0.8 0.1 -0.6
```
Forces are in eV/Å.

Summary:
Charge: +2
F_max (eV Å⁻¹): 2.60
Gap between HOMO and LUMO (eV): 4.12
Calculated total energy (Eh): -6939.6841
LUMO level (eV): -7.4